Record 1
ORCA calculation (ωB97M-V/def2-TZVPD) on a structure of composition C17H31F3HfO2P2.

Results
Gap between HOMO and LUMO (alpha / beta) = 2.43 / 2.43 eV
Calculated total energy = -1846.44269 a.u.
Total charge = +2
Relative energy (zero: lowest compared OMol25 entry of this formula, charge and spin) = 25.5 kcal/mol
LUMO energy (alpha / beta) = -10.38 / -10.38 eV

```
56
C17H31F3HfO2P2 (ωB97M-V/def2-TZVPD)
P 0.199 -1.653 -3.073
P 0.095 1.447 -2.970
C -0.172 -0.768 -4.690
C 0.348 0.667 -4.662
H -1.263 -0.796 -4.838
H 0.303 -1.331 -5.507
H 1.426 0.708 -4.885
H -0.183 1.282 -5.405
C -1.500 2.286 -3.382
H -1.727 3.005 -2.585
H -2.304 1.542 -3.433
H -1.418 2.811 -4.345
C 1.202 2.890 -3.264
H 0.960 3.389 -4.214
H 2.241 2.535 -3.285
H 1.079 3.592 -2.430
C -0.914 -3.087 -3.383
H -0.722 -3.839 -2.608
H -0.738 -3.520 -4.378
H -1.954 -2.746 -3.303
C 1.764 -2.451 -3.657
H 2.560 -1.698 -3.718
H 1.613 -2.914 -4.643
H 2.051 -3.218 -2.925
Hf -0.115 -0.105 3.512
C 0.698 1.298 1.918
C -0.718 1.275 1.808
C -1.463 0.493 0.737
C -1.823 -0.971 1.090
C -0.856 -1.718 1.970
C 0.539 -1.643 1.819
C 1.222 -0.911 0.686
C 1.618 0.553 0.976
C 0.201 -1.848 4.830
H 1.174 2.159 2.418
H -1.291 2.118 2.235
H -0.951 0.526 -0.243
H -2.418 1.023 0.568
H -2.807 -0.972 1.586
H -1.982 -1.504 0.137
H -1.297 -2.528 2.558
H 1.172 -2.354 2.356
H 0.644 -0.956 -0.251
H 2.159 -1.448 0.464
H 2.623 0.559 1.432
H 1.743 1.080 0.010
H 0.954 -1.659 5.616
H 0.469 -2.808 4.362
H -0.745 -2.034 5.374
F -0.681 1.753 7.838
C -0.266 2.440 6.747
F -1.130 3.458 6.540
F 0.951 2.958 7.011
C -0.206 1.488 5.502
O -1.279 1.027 4.970
O 0.915 1.120 5.008
```

Results of the Löwdin charge analysis, in e, for atoms 1 through 6: 0.78 0.77 -0.43 -0.43 0.08 0.08

---

Record 2
ORCA calculation (ωB97M-V/def2-TZVPD) on a cluster of 2 separate species, ClF3Si in total.

Results
Gap between HOMO and LUMO (alpha / beta) = 9.36 / 8.87 eV
Spin multiplicity = 3
Calculated total energy = -1049.26490 a.u.
Relative energy (zero: lowest compared OMol25 entry of this formula, charge and spin) = 2.3 kcal/mol
LUMO energy (alpha / beta) = 0.70 / -4.37 eV
⟨S²⟩ = 2.003

```
5
ClF3Si (ωB97M-V/def2-TZVPD)
F -3.184 0.043 0.358
F 1.685 -1.202 0.247
F 1.765 1.151 0.185
Si 0.854 -0.012 -0.411
Cl -1.119 0.019 -0.380
```

Atom-resolved charges from Löwdin, all expressed in e: -0.25 -0.18 -0.18 0.07 0.54

---

Record 3
ORCA calculation (ωB97M-V/def2-TZVPD) on an isolated molecule of C12H20O7.

Results
Gap between HOMO and LUMO = 9.52 eV
Calculated total energy = -995.46839 a.u.
Relative energy (zero: lowest compared OMol25 entry of this formula, charge and spin) = 324.6 kcal/mol
LUMO energy = -0.26 eV
Structure (SMILES) = CCOC(=O)CC(O)(CC(=O)OCC)C(=O)OCC

```
39
C12H20O7 (ωB97M-V/def2-TZVPD)
C -4.596 -1.115 0.654
C -3.969 0.046 -0.244
O -2.996 0.452 0.318
C -2.454 1.569 -0.059
O -2.804 1.995 -1.006
C -1.245 2.129 0.607
C 0.041 1.875 0.049
O 0.277 2.596 -1.161
C 1.198 1.821 1.200
C 2.583 1.576 0.140
O 3.663 2.095 0.440
O 2.519 0.042 -0.241
C 3.739 -0.089 -0.899
C 4.578 -0.898 0.259
C -0.102 0.326 -0.426
O -0.330 -0.028 -1.753
O -0.256 -0.671 0.653
C -0.464 -2.150 0.216
C 0.664 -2.760 -0.351
H -3.840 -1.854 0.530
H -4.972 -0.755 1.816
H -5.507 -1.525 0.072
H -3.617 -0.168 -1.258
H -4.836 0.791 -0.405
H -1.346 1.681 1.621
H -1.182 3.150 0.788
H -0.150 2.044 -1.920
H 1.305 2.728 1.397
H 1.124 1.290 1.894
H 4.215 0.622 -1.367
H 3.340 -1.123 -1.612
H 4.199 -1.693 0.777
H 5.531 -1.164 -0.418
H 4.965 -0.123 0.717
H -1.442 -1.878 -0.402
H -0.831 -2.342 1.151
H 1.644 -2.561 0.193
H 0.957 -2.182 -1.248
H 0.398 -3.749 -0.719
```

Results of the Löwdin charge analysis, in e, for atoms 1 through 6: -0.04 -0.41 0.03 -0.57 0.25 -0.04

---

Record 4
ORCA calculation (ωB97M-V/def2-TZVPD) on a cluster of 2 separate species, C10H16O in total.

Results
Gap between HOMO and LUMO = 9.64 eV
Calculated total energy = -465.83543 a.u.
Relative energy (zero: lowest compared OMol25 entry of this formula, charge and spin) = 39.1 kcal/mol
LUMO energy = 0.86 eV
Structure (SMILES) = Cc1ccc(O)cc1.CCC

```
27
C10H16O (ωB97M-V/def2-TZVPD)
C -1.629 2.502 0.592
C -0.783 1.889 -0.481
C -1.310 0.900 -1.340
C -0.559 0.443 -2.389
C 0.761 0.900 -2.533
O 1.577 0.154 -3.380
C 1.313 1.869 -1.712
C 0.540 2.282 -0.641
H -2.409 3.139 0.158
H -1.053 3.286 1.091
H -2.088 1.860 1.339
H -2.280 0.624 -0.935
H -0.792 -0.318 -3.103
H 1.642 0.608 -4.224
H 2.334 2.096 -1.827
H 0.728 3.040 0.112
C 0.048 -3.552 1.584
C -0.222 -2.067 1.770
C 1.087 -1.259 1.887
H 0.775 -3.839 2.349
H -0.888 -4.100 1.575
H 0.660 -3.737 0.696
H -0.923 -1.922 2.590
H -0.751 -1.624 0.919
H 1.944 -1.872 2.166
H 0.965 -0.593 2.744
H 1.313 -0.707 0.993
```

Results of the Löwdin charge analysis, in e, for atoms 1 through 6: -0.06 -0.29 -0.04 -0.01 -0.32 0.01

---

Record 5
ORCA calculation (ωB97M-V/def2-TZVPD) on a structure of composition C6CuF18O18S6.

Results
Gap between HOMO and LUMO (alpha / beta) = 6.23 / 2.67 eV
Spin multiplicity = 2
Calculated total energy = -7409.94176 a.u.
Total charge = -4
Relative energy (zero: lowest compared OMol25 entry of this formula, charge and spin) = 97.2 kcal/mol
LUMO energy (alpha / beta) = 5.73 / 2.17 eV
⟨S²⟩ = 0.768

```
49
C6CuF18O18S6 (ωB97M-V/def2-TZVPD)
Cu 0.665 0.673 -0.346
C -3.174 -4.652 1.499
F -4.064 -5.038 2.373
F -2.412 -5.748 1.118
F -3.754 -4.153 0.420
S -2.051 -3.225 2.405
O -0.998 -3.946 3.165
O -1.542 -2.320 1.341
O -2.894 -2.467 3.319
C -4.594 4.338 1.799
F -5.284 4.992 2.758
F -5.292 3.310 1.321
F -4.361 5.176 0.758
S -2.931 3.679 2.494
O -3.377 2.680 3.503
O -2.143 2.959 1.493
O -2.242 4.738 3.207
C 3.893 3.555 -5.478
F 4.366 4.319 -4.439
F 2.846 4.186 -5.981
F 4.855 3.258 -6.334
S 3.244 1.852 -4.887
O 4.268 0.789 -4.917
O 2.799 2.100 -3.508
O 2.139 1.523 -5.846
C -4.794 0.020 -3.378
F -4.850 0.121 -2.047
F -5.666 -0.921 -3.737
F -5.097 1.221 -3.979
S -3.068 -0.483 -3.909
O -2.115 0.063 -2.904
O -3.015 -1.907 -3.805
O -2.842 -0.003 -5.312
C 3.323 2.430 5.268
F 3.397 2.504 6.590
F 2.638 3.586 5.012
F 4.501 2.620 4.686
S 2.308 0.859 4.672
O 3.050 -0.319 5.207
O 0.927 0.894 5.257
O 2.258 0.916 3.198
C 4.373 -4.585 0.502
F 5.086 -5.663 0.169
F 3.549 -4.915 1.479
F 5.178 -3.679 0.933
S 3.403 -3.985 -1.033
O 2.905 -2.644 -0.713
O 4.305 -3.791 -2.142
O 2.284 -4.921 -1.254
```

Results of the Löwdin charge analysis, in e, for atoms 1 through 6: 0.92 -0.58 0.15 0.10 0.16 0.62

---

Record 6
ORCA calculation (ωB97M-V/def2-TZVPD) on a cluster of 2 separate species, CH3O3PS in total.

Results
Gap between HOMO and LUMO (alpha / beta) = 4.29 / 3.27 eV
Calculated total energy = -1004.97879 a.u.
Relative energy (zero: lowest compared OMol25 entry of this formula, charge and spin) = 137.7 kcal/mol
LUMO energy (alpha / beta) = -2.81 / -3.37 eV

```
9
CH3O3PS (ωB97M-V/def2-TZVPD)
C -0.601 1.073 -1.491
O 0.193 1.088 1.466
O 1.197 -1.128 1.285
O -0.321 -3.122 0.728
P 1.455 0.420 1.746
S -0.369 -1.676 0.885
H -0.193 0.256 -1.989
H -1.346 1.260 -0.821
H -0.014 1.831 -1.810
```

Results of the Löwdin charge analysis, in e, for atoms 1 through 6: 0.21 -0.51 -0.73 -0.54 0.77 0.87

---

Record 7
ORCA calculation (ωB97M-V/def2-TZVPD) on an isolated molecule of C5H9NOS.

Results
Gap between HOMO and LUMO (alpha / beta) = 7.27 / 7.90 eV
Spin multiplicity = 3
Calculated total energy = -723.91497 a.u.
Relative energy (zero: lowest compared OMol25 entry of this formula, charge and spin) = 0.8 kcal/mol
LUMO energy (alpha / beta) = 0.71 / -1.31 eV
⟨S²⟩ = 2.009

```
17
C5H9NOS (ωB97M-V/def2-TZVPD)
C 2.534 0.310 -0.592
C -0.191 0.608 -0.813
C -1.506 1.075 -0.240
C 0.932 -0.248 1.278
C -2.305 -1.401 0.112
N 1.165 0.271 -0.135
O 3.460 -0.121 -0.003
S -2.853 0.153 0.127
H -0.525 -0.349 -1.328
H 0.004 1.404 -1.625
H -1.685 2.156 -0.181
H -0.049 -0.636 1.319
H 1.626 -1.086 1.600
H 1.064 0.627 1.909
H -3.087 -2.138 0.243
H 2.683 0.957 -1.461
H -1.268 -1.581 -0.211
```

Results of the Löwdin charge analysis, in e, for atoms 1 through 6: -0.34 -0.22 -0.46 -0.04 -0.39 -0.11

---

Record 8
ORCA calculation (ωB97M-V/def2-TZVPD) on a cluster of 4 separate species, C16H42N2O6 in total.

Results
Gap between HOMO and LUMO = 9.43 eV
Calculated total energy = -1195.56952 a.u.
Relative energy (zero: lowest compared OMol25 entry of this formula, charge and spin) = 36.2 kcal/mol
LUMO energy = 0.68 eV
Structure (SMILES) = COCCNCCOC.COCCNCCOC.CCO.CCO

```
66
C16H42N2O6 (ωB97M-V/def2-TZVPD)
C -1.275 4.216 -3.455
O -1.082 2.916 -2.870
C -0.256 2.121 -3.692
C -0.078 0.764 -3.192
N -1.397 0.021 -3.377
C -1.378 -1.431 -3.077
C -2.702 -2.124 -3.587
O -2.473 -3.514 -3.328
C -3.661 -4.303 -3.502
H -1.846 4.768 -2.708
H -1.758 4.265 -4.431
H -0.324 4.747 -3.479
H 0.670 2.674 -3.851
H -0.641 2.152 -4.711
H 0.313 0.701 -2.177
H 0.645 0.312 -3.871
H -1.884 0.185 -4.246
H -1.368 -1.500 -1.989
H -0.565 -1.966 -3.567
H -2.874 -1.863 -4.631
H -3.566 -1.712 -3.067
H -3.534 -5.291 -3.945
H -4.491 -3.727 -3.911
H -4.002 -4.476 -2.481
C 3.745 -0.355 6.022
O 3.909 -0.235 4.581
C 2.618 -0.011 3.937
C 2.713 0.136 2.416
N 3.086 -1.176 1.825
C 3.690 -0.973 0.502
C 4.299 -2.375 0.110
O 5.127 -2.941 1.120
C 6.166 -2.083 1.536
H 4.555 -0.769 6.623
H 2.824 -0.902 6.226
H 3.507 0.587 6.515
H 2.226 0.920 4.347
H 1.876 -0.788 4.122
H 3.382 0.943 2.117
H 1.824 0.607 1.998
H 3.678 -1.764 2.394
H 4.317 -0.086 0.421
H 2.857 -0.740 -0.161
H 4.922 -2.262 -0.777
H 3.569 -3.147 -0.135
H 6.567 -1.497 0.709
H 6.901 -2.692 2.062
H 5.875 -1.418 2.350
C -1.264 1.680 0.401
C -2.075 0.382 0.138
O -3.018 0.450 -0.941
H -0.909 2.262 -0.450
H -0.467 1.338 1.061
H -1.924 2.288 1.020
H -2.411 -0.019 1.094
H -1.416 -0.465 -0.054
H -2.529 0.393 -1.765
C -3.910 1.744 3.354
C -4.622 2.222 2.081
O -4.892 1.076 1.244
H -4.424 0.953 3.900
H -3.888 2.662 3.940
H -2.858 1.473 3.261
H -4.055 2.821 1.369
H -5.583 2.708 2.249
H -4.462 1.118 0.386
```

Results of the Löwdin charge analysis, in e, for atoms 1 through 6: -0.09 -0.19 -0.28 -0.16 -0.07 -0.17